[1]
Entry from OMol25: C28H29N5O5RhS as an isolated structure (ωB97M-V with the def2-TZVPD basis set).

The net charge is +1. Its spin multiplicity is 5. The frontier orbital gap (spin up / spin down) comes out at 5.862 / 6.416 eV. The energy above the lowest of the compared OMol25 structures with the same formula, charge and spin comes out at 43.7 kcal per mole. The strongest force on any atom is 0.4 eV/A. For the calculated total energy, the calculation gives -61028.2391 eV. The LUMO energy (spin up / spin down) is -2.43 / -4.31 eV.

Element x y z (Å)
Rh1 0.1913 1.2928 -0.0322
O1 1.7781 3.1734 -0.2062
C1 1.3471 4.4444 -0.7182
C2 -0.1407 4.5145 -0.4753
C3 -0.4623 4.3524 1.0217
C4 -1.6439 3.4644 1.2940
C5 -2.8434 4.0418 1.8058
C6 -3.9802 3.2484 2.0098
C7 -3.8909 1.9164 1.7848
C8 -2.5876 1.2827 1.4074
N1 -1.5199 2.1973 1.0262
H1 2.6898 3.0046 -0.4604
H2 1.5654 4.5201 -1.7841
H3 1.8714 5.2480 -0.1951
H4 -0.6040 3.7047 -1.0371
H5 -0.5361 5.4525 -0.8656
H6 -0.6189 5.3236 1.4884
H7 0.3907 3.8885 1.5132
H8 -2.8619 5.1060 1.9997
H9 -4.9078 3.6944 2.3462
H10 -4.7310 1.2495 1.9464
H11 -2.7340 0.5982 0.5724
C9 -0.3280 -5.7583 -3.9060
C10 0.3705 -4.6751 -3.1346
C11 1.7272 -4.7940 -2.8272
C12 2.3828 -3.8168 -2.1035
C13 1.6611 -2.7051 -1.6847
C14 0.3109 -2.5523 -1.9768
C15 -0.3224 -3.5431 -2.7025
S1 2.4895 -1.4545 -0.8006
O2 2.1488 -1.7532 0.7507
O3 3.8955 -1.6561 -0.8823
N2 1.8603 -0.0880 -1.0312
C16 1.5958 0.4002 -2.3224
C17 2.2980 0.1061 -3.4896
C18 1.8804 0.7069 -4.6661
C19 0.8065 1.5826 -4.6496
C20 0.1805 1.8272 -3.4416
N3 0.5629 1.2480 -2.3029
H12 0.2712 -6.0803 -4.7582
H13 -1.2996 -5.4270 -4.2701
H14 -0.4863 -6.6323 -3.2704
H15 2.2779 -5.6640 -3.1652
H16 3.4373 -3.9012 -1.8705
H17 -0.2267 -1.6736 -1.6384
H18 -1.3736 -3.4382 -2.9424
H19 3.1560 -0.5535 -3.4707
H20 2.4041 0.5001 -5.5922
H21 0.4631 2.0710 -5.5513
H22 -0.6625 2.5036 -3.3725
C21 2.2702 -1.9898 3.3149
O4 1.0319 -1.5993 2.6550
C22 0.9437 -1.4679 1.3650
O5 -0.0527 -1.1437 0.7840
H23 2.5341 -3.0039 3.0289
H24 2.0407 -1.9480 4.3721
H25 3.0688 -1.3007 3.0623
N4 -0.3173 -2.6906 6.4597
C23 -0.8028 -1.9984 5.6699
C24 -1.3540 -1.1648 4.6685
C25 -1.1513 0.2439 4.6862
C26 -1.5403 1.0078 3.6421
N5 -2.1232 0.4390 2.5159
C27 -2.4278 -0.9141 2.5267
C28 -2.0603 -1.7076 3.5547
H26 -0.6767 0.7186 5.5350
H27 -1.4071 2.0781 3.6283
H28 -2.9388 -1.2928 1.6502
H29 -2.2895 -2.7635 3.5117

---

[2]
Entry from OMol25: C28H29N5OPdSi as an isolated structure (ωB97M-V with the def2-TZVPD basis set).

The net charge is 0. The frontier orbital gap comes out at 7.347 eV. The energy above the lowest of the compared OMol25 structures with the same formula, charge and spin comes out at 13.7 kcal per mole. The strongest force on any atom is 0.4 eV/A. For the calculated total energy, the calculation gives -50363.7654 eV. The LUMO energy is -0.45 eV.

Element x y z (Å)
Pd1 0.1951 0.7151 -0.2295
C1 2.5306 3.6102 -2.6239
C2 1.7452 3.9355 -3.7265
C3 0.5609 3.2683 -3.8689
C4 0.1327 2.3019 -2.9306
N1 0.8740 2.0268 -1.8273
C5 2.0543 2.6782 -1.7402
N2 -1.0467 1.7133 -3.3195
C6 -1.7329 0.8665 -2.6394
N3 -1.5048 0.3437 -1.4129
C7 -2.5186 -0.5078 -1.0945
N4 -2.6879 -1.2410 -0.0534
C8 -1.7766 -1.3910 0.9766
C9 -2.1825 -2.3737 1.8988
C10 -1.3755 -2.7518 2.9412
C11 -0.1318 -2.1414 3.0413
C12 0.1927 -1.1708 2.1250
N5 -0.6006 -0.7431 1.1222
C13 -3.5082 -0.5199 -2.2037
C14 -4.7047 -1.1883 -2.3646
C15 -5.3935 -0.9736 -3.5552
C16 -4.8915 -0.1202 -4.5359
C17 -3.6833 0.5486 -4.3586
C18 -3.0108 0.3249 -3.1749
H1 3.4938 4.0631 -2.4380
H2 2.0593 4.6756 -4.4505
H3 -0.1026 3.4335 -4.7039
H4 2.6790 2.4353 -0.9034
H5 -3.1504 -2.8182 1.7230
H6 -1.6932 -3.5151 3.6398
H7 0.5863 -2.3898 3.8101
H8 1.1543 -0.7100 2.1947
H9 -5.0834 -1.8465 -1.5942
H10 -6.3374 -1.4762 -3.7244
H11 -5.4538 0.0245 -5.4496
H12 -3.2821 1.2158 -5.1094
C19 -0.3553 -5.0729 -0.5799
C20 -0.3882 -3.7352 -1.2920
O1 0.4778 -2.7802 -0.6847
H13 -1.0685 -5.7672 -1.0281
H14 -0.6099 -4.9438 0.4729
H15 0.6365 -5.5279 -0.6413
H16 -1.3865 -3.2986 -1.2327
H17 -0.1421 -3.8531 -2.3528
H18 1.3775 -3.1147 -0.7389
C21 1.8221 3.3616 1.2300
Si1 1.9971 1.4543 1.1286
C22 3.6399 0.7748 0.4538
C23 2.1600 1.0850 3.0040
C24 1.2402 1.6810 3.8791
C25 1.2848 1.4731 5.2477
C26 2.2686 0.6552 5.7909
C27 3.1920 0.0554 4.9510
C28 3.1336 0.2678 3.5772
H19 2.6331 3.9819 0.8466
H20 1.6817 3.6214 2.2780
H21 0.8952 3.6288 0.7000
H22 4.4938 1.3453 0.8292
H23 3.7086 0.7205 -0.6328
H24 3.7429 -0.2543 0.8081
H25 0.4495 2.3068 3.4783
H26 0.5534 1.9475 5.8901
H27 2.3166 0.4930 6.8603
H28 3.9665 -0.5813 5.3613
H29 3.8738 -0.2263 2.9566

---

[3]
Entry from OMol25: C28H29N5ORuSSi as an isolated structure at a distorted geometry (ωB97M-V with the def2-TZVPD basis set).

The net charge is +2. Its spin multiplicity is 5. The frontier orbital gap (spin up / spin down) comes out at 7.021 / 6.004 eV. The energy above the lowest of the compared OMol25 structures with the same formula, charge and spin comes out at 0.0 kcal per mole. The strongest force on any atom is 1.2 eV/A. For the calculated total energy, the calculation gives -60286.0260 eV. The LUMO energy (spin up / spin down) is -6.74 / -8.10 eV.

Element x y z (Å)
Ru1 0.1534 0.1567 0.1626
N1 -3.6771 2.1700 0.4893
C1 -2.5816 1.4220 0.5253
S1 -1.4145 1.5944 -0.7862
N2 -2.4130 0.5652 1.4939
N3 -1.2677 -0.1313 1.4708
C2 -1.0581 -1.0645 2.3941
C3 -1.9357 -1.2920 3.5366
C4 -2.4074 -0.2184 4.3047
C5 -3.1598 -0.4539 5.4388
C6 -3.4877 -1.7538 5.8042
C7 -3.0701 -2.8218 5.0199
C8 -2.2842 -2.5995 3.9065
C9 0.1771 -1.8304 2.1971
C10 0.7272 -2.6769 3.1509
C11 1.9199 -3.3284 2.8791
C12 2.5352 -3.1393 1.6497
C13 1.9618 -2.2544 0.7581
N4 0.8325 -1.5969 1.0299
H1 -3.8338 2.8214 -0.2597
H2 -4.4001 2.0529 1.1812
H3 -2.1519 0.7931 4.0280
H4 -3.4994 0.3762 6.0432
H5 -4.0675 -1.9354 6.6989
H6 -3.3656 -3.8298 5.2776
H7 -1.9869 -3.4345 3.2843
H8 0.2368 -2.8030 4.1037
H9 2.3704 -3.9704 3.6240
H10 3.4517 -3.6524 1.3968
H11 2.4111 -2.0659 -0.2079
C14 3.4564 3.5998 2.0717
Si1 1.9268 2.5518 1.8035
C15 1.8861 1.1943 3.1189
C16 0.3297 3.5516 1.8110
N5 1.8606 1.6394 0.2677
C17 2.6062 1.7405 -0.8277
C18 3.6546 2.6930 -1.0087
C19 4.3582 2.7533 -2.1779
C20 4.0689 1.8769 -3.2340
C21 3.0649 0.9244 -3.1071
C22 2.3562 0.8498 -1.9315
O1 1.3590 -0.0605 -1.6909
C23 1.0221 -1.0369 -2.6628
C24 1.9166 -2.0527 -2.9578
C25 1.5469 -3.0169 -3.8824
C26 0.3064 -2.9483 -4.5027
C27 -0.5779 -1.9266 -4.1903
C28 -0.2243 -0.9619 -3.2579
H12 3.4673 3.9190 3.1160
H13 3.4552 4.5010 1.4568
H14 4.3766 3.0428 1.8885
H15 2.0869 1.6214 4.1037
H16 2.6365 0.4216 2.9341
H17 0.9057 0.7260 3.1816
H18 0.3706 4.3413 2.5643
H19 -0.5306 2.9225 2.0449
H20 0.1553 4.0210 0.8417
H21 3.8754 3.3850 -0.2122
H22 5.1382 3.4930 -2.2962
H23 4.6283 1.9380 -4.1570
H24 2.8405 0.2616 -3.9304
H25 2.8937 -2.0825 -2.4897
H26 2.2317 -3.8186 -4.1220
H27 0.0313 -3.6940 -5.2362
H28 -1.5385 -1.8687 -4.6830
H29 -0.8968 -0.1532 -3.0018